1.
Here is a cluster of 2 separate species, C32H34BF3O4 in total at a distorted geometry from OMol25. Energies are from the ωB97M-V functional and the def2-TZVPD basis.

Last column: Löwdin charge in e.
Element x y z (Å)
C: -3.07 5.46 1.35  -0.01
C: -2.74 4.45 2.35  -0.30
C: -2.63 4.52 3.72  0.00
C: -2.22 3.25 4.20  0.03
C: -2.03 2.46 3.07  -0.18
B: -2.02 0.83 2.95  -0.86
C: -0.51 1.54 2.95  -0.12
C: 0.37 1.08 3.99  -0.02
C: 1.75 1.30 3.95  -0.01
C: 2.30 1.99 2.87  -0.15
C: 3.79 2.11 2.66  -0.52
F: 4.22 1.40 1.55  0.10
F: 4.14 3.42 2.45  0.10
F: 4.52 1.64 3.71  0.11
C: 1.48 2.52 1.88  -0.03
C: 0.13 2.19 1.87  -0.06
O: -2.37 0.23 4.18  0.08
C: -3.77 -0.15 4.02  -0.41
C: -3.87 -1.58 4.54  0.00
C: -4.60 0.80 4.90  -0.01
C: -4.05 0.03 2.44  -0.42
C: -4.58 -1.21 1.75  -0.02
C: -5.00 1.18 2.13  -0.02
O: -2.75 0.35 1.86  0.10
O: -2.40 3.20 1.94  0.06
H: -3.75 6.18 1.81  0.09
H: -2.18 6.02 1.02  0.09
H: -3.53 5.04 0.44  0.09
H: -2.78 5.40 4.33  0.11
H: -1.97 2.94 5.21  0.14
H: -0.01 0.45 4.80  0.12
H: 2.39 0.95 4.75  0.12
H: 1.89 3.13 1.08  0.13
H: -0.44 2.43 0.97  0.13
H: -4.83 -2.05 4.26  0.09
H: -3.04 -2.20 4.18  0.07
H: -3.83 -1.56 5.64  0.09
H: -5.69 0.60 4.78  0.10
H: -4.34 0.63 5.95  0.09
H: -4.42 1.87 4.67  0.08
H: -5.62 -1.40 2.05  0.10
H: -4.56 -1.05 0.65  0.10
H: -3.96 -2.08 1.96  0.05
H: -6.01 0.95 2.50  0.09
H: -4.68 2.14 2.56  0.08
H: -5.08 1.30 1.04  0.10
C: -3.81 -6.48 3.94  -0.06
O: -2.48 -6.02 4.29  -0.09
C: -1.94 -5.01 3.54  -0.25
C: -0.94 -4.20 4.16  0.01
C: -0.56 -3.03 3.55  0.00
C: -1.04 -2.66 2.26  -0.20
C: -0.54 -1.47 1.64  0.10
C: -0.09 -1.37 0.29  -0.16
C: 0.60 -0.20 -0.10  0.01
C: 1.08 -0.01 -1.38  -0.06
C: 0.98 -1.04 -2.32  -0.06
C: 0.29 -2.22 -1.97  -0.07
C: -0.20 -2.40 -0.68  -0.01
C: -2.02 -3.49 1.65  -0.04
C: -2.45 -4.66 2.27  -0.01
H: -4.16 -6.93 4.87  0.09
H: -4.47 -5.66 3.62  0.10
H: -3.73 -7.24 3.15  0.10
H: -0.54 -4.52 5.13  0.13
H: 0.15 -2.36 4.04  0.13
H: -0.18 -0.72 2.35  0.10
H: 0.76 0.56 0.66  0.08
H: 1.55 0.93 -1.64  0.11
H: 1.43 -0.95 -3.30  0.10
H: 0.15 -2.99 -2.73  0.10
H: -0.64 -3.35 -0.38  0.10
H: -2.44 -3.23 0.68  0.12
H: -3.23 -5.29 1.84  0.11

Calculated values
HOMO energy ... -5.4 eV
Gap between HOMO and LUMO ... 0.1206 Ha


2.
Here is a structure of composition C32H34CoN6OS3 at a distorted geometry from OMol25. Energies are from the ωB97M-V functional and the def2-TZVPD basis.

Last column: Löwdin charge in e.
Element x y z (Å)
Co: 0.41 0.54 0.72  0.36
S: 1.24 3.98 1.18  0.56
C: -0.37 3.55 0.95  -0.84
C: -1.33 4.59 0.80  -0.16
C: -2.66 4.29 0.70  -0.12
C: -3.05 2.94 0.73  -0.11
C: -2.06 1.99 0.84  -0.19
N: -0.77 2.26 0.93  -0.05
H: -0.97 5.61 0.78  0.07
H: -3.40 5.07 0.59  0.09
H: -4.09 2.65 0.65  0.08
H: -2.33 0.94 0.86  0.08
S: -0.38 -0.17 2.98  0.59
C: 0.23 -1.72 2.57  -1.16
S: 1.10 -1.81 1.11  0.60
C: -0.01 -2.82 3.40  -0.44
C: -0.74 -2.70 4.58  -0.33
N: -1.35 -2.65 5.56  0.11
C: 0.38 -4.13 3.11  -0.30
N: 0.66 -5.24 2.94  0.10
C: -3.58 -3.62 -2.63  -0.03
N: -3.30 -2.20 -2.57  -0.08
N: -2.80 -1.78 -1.32  0.05
C: -1.66 -0.97 -1.50  -0.35
O: -1.07 -0.41 -0.57  -0.06
C: -1.45 -0.93 -2.90  0.09
C: -2.41 -1.67 -3.52  -0.25
C: -2.65 -1.91 -4.97  -0.03
C: -3.57 -1.92 -0.18  -0.19
C: -4.97 -2.01 -0.25  -0.05
C: -5.72 -2.17 0.90  -0.11
C: -5.10 -2.24 2.14  -0.09
C: -3.71 -2.13 2.22  -0.04
C: -2.96 -1.99 1.08  0.01
H: -4.17 -3.90 -1.76  0.08
H: -2.67 -4.22 -2.65  0.10
H: -4.17 -3.82 -3.53  0.09
H: -0.68 -0.37 -3.38  0.11
H: -2.06 -1.21 -5.56  0.08
H: -3.71 -1.77 -5.21  0.08
H: -2.37 -2.92 -5.28  0.08
H: -5.46 -1.92 -1.21  0.10
H: -6.80 -2.23 0.83  0.09
H: -5.69 -2.37 3.04  0.10
H: -3.22 -2.17 3.18  0.10
H: -1.89 -1.91 1.14  0.07
C: 3.85 0.60 4.07  -0.05
C: 4.05 0.71 2.59  -0.28
C: 5.31 0.56 2.02  -0.06
C: 5.46 0.66 0.64  -0.30
C: 6.82 0.54 0.00  -0.08
C: 4.36 0.89 -0.16  -0.02
C: 3.07 1.05 0.37  -0.33
C: 2.98 0.98 1.78  -0.07
N: 1.91 1.24 -0.31  -0.08
C: 1.90 1.70 -1.68  -0.61
C: 2.83 2.91 -1.89  -0.06
C: 2.24 0.54 -2.65  -0.04
C: 0.48 2.19 -2.03  -0.06
H: 4.80 0.67 4.61  0.06
H: 3.40 -0.36 4.31  0.08
H: 3.18 1.38 4.43  0.08
H: 6.18 0.37 2.64  0.09
H: 7.58 0.29 0.75  0.06
H: 7.11 1.48 -0.47  0.07
H: 6.82 -0.23 -0.77  0.07
H: 4.54 0.92 -1.23  0.08
H: 2.00 1.19 2.23  0.05
H: 3.86 2.62 -2.07  0.05
H: 2.79 3.52 -0.99  0.03
H: 2.49 3.49 -2.74  0.07
H: 3.21 0.12 -2.45  0.06
H: 2.22 0.91 -3.68  0.07
H: 1.50 -0.25 -2.52  0.06
H: 0.28 3.13 -1.53  0.06
H: -0.25 1.46 -1.70  0.04
H: 0.39 2.34 -3.11  0.07

Calculated values
Multiplicity ... 4
HOMO energy (spin up / spin down) ... -1.1 / -1.2 eV
Net charge ... -2
Gap between HOMO and LUMO (spin up / spin down) ... 0.1723 / 0.1762 Ha


Here are the calculated calculated total energy numbers, same order: -1865.08492, -4220.98736 (a.u.).
Here are the calculated energy relative to the best compared isomer or geometry (same formula, charge and spin) numbers, same order: 131.8, 15.7 (kcal per mole).